[1]
Entry from the Open Molecules 2025 dataset: C9H14O2 in the gas phase (wB97M-V/def2-TZVPD).

Element x y z (Å)
C  0.5988  -0.4603  0.3102
C  1.6895  -1.2188  0.2096
C  -1.5616  -1.0815  -0.5648
C  -1.8079  0.3563  -1.0078
C  -1.4369  0.1998  1.3836
C  -0.7533  -1.0257  0.7426
C  -1.1677  1.0740  0.2018
C  0.4186  0.9535  0.0450
C  3.0601  -0.6286  -0.1827
O  1.0456  1.6529  1.0278
O  0.7316  1.5187  -1.2494
H  1.6884  -2.1882  0.5483
H  -2.5623  -1.5821  -0.4599
H  -0.9632  -1.6783  -1.2105
H  -1.4079  0.6235  -1.9435
H  -2.8627  0.6506  -0.9701
H  -2.4512  -0.0421  1.4508
H  -0.8794  0.4882  2.1676
H  -0.7207  -1.9061  1.2797
H  -1.5534  2.1811  0.1811
H  3.0191  -0.5963  -1.2946
H  4.0293  -1.1861  -0.0421
H  3.3544  0.3074  0.2886
H  1.2544  2.5939  0.7744
H  1.6713  1.6764  -1.1409

Atomic forces in eV per Å
C 0.414 -3.307 0.308
C 1.510 3.265 0.212
C -1.451 -1.660 -0.128
C -0.324 0.056 2.289
C 0.452 -1.469 -3.123
C -0.335 2.644 -1.689
C 0.301 3.274 -1.870
C -3.378 2.370 -1.597
C 0.678 -0.962 -1.220
O 1.986 2.261 1.225
O 0.308 -0.748 1.194
H -0.252 -2.301 0.497
H 0.963 0.088 0.206
H 0.128 -0.412 -1.165
H 0.606 0.365 -1.026
H 0.025 -0.434 -0.299
H -1.645 0.069 1.008
H 1.079 1.233 3.388
H 0.126 -1.858 1.126
H 1.083 -1.828 0.535
H 0.218 0.753 0.519
H -1.425 -0.454 0.339
H -0.765 0.418 -0.270
H -0.818 -1.401 0.192
H 0.516 0.036 -0.652

The total energy is -13653.1684 eV. For the LUMO energy, the calculation gives 0.72 eV. For the relative energy (zero: lowest compared OMol25 entry of this formula, charge and spin), the calculation gives 2.4881 eV. As for the highest occupied orbital energy: -9.1 eV.

---

[2]
Entry from the Open Molecules 2025 dataset: 2 unconnected molecules or ions with the total composition C9H14O2S (wB97M-V/def2-TZVPD).

Element x y z (Å)
C  0.9120  2.0265  -0.4535
C  0.4637  2.2848  0.7979
C  1.2049  0.6167  -0.5044
C  0.9110  0.1547  0.7289
C  1.7519  -0.3123  -1.5987
C  2.4519  -1.4191  -0.7127
C  1.3629  -2.0066  0.1928
C  -2.7330  -1.1388  0.0981
C  -2.6107  1.3813  0.9195
O  0.4964  1.1805  1.5280
O  1.0908  -1.0878  1.2544
S  -3.1716  0.4999  -0.6668
H  1.0017  2.6662  -1.3954
H  0.2796  3.2229  1.4011
H  1.0510  -0.6466  -2.2705
H  2.4831  0.2880  -2.2662
H  3.0436  -2.0871  -1.3378
H  3.2063  -0.8812  0.0344
H  0.4031  -2.1929  -0.4097
H  1.6676  -2.9709  0.6911
H  -2.7283  -1.7960  -0.7853
H  -1.7387  -1.1771  0.5714
H  -3.5089  -1.3113  0.8404
H  -2.5443  2.3933  0.5267
H  -3.1167  1.2558  1.8731
H  -1.6293  1.0572  0.9433

Atomic forces in eV per Å
C -0.015 0.609 -2.219
C 0.603 2.729 -0.139
C -0.536 -0.291 -0.958
C 0.315 0.378 0.189
C 3.495 2.426 2.248
C 0.835 1.818 0.312
C -0.245 -1.484 -0.541
C -0.151 0.508 -1.323
C -1.213 0.786 -2.535
O 0.226 -2.576 1.444
O -0.639 0.862 0.078
S 0.635 -0.444 2.490
H -0.190 -0.646 1.917
H 0.014 -1.332 -1.164
H -1.920 -1.189 -1.249
H -0.763 -1.008 1.252
H -0.358 -0.462 0.274
H -1.388 -1.069 -1.720
H 1.192 0.232 0.840
H -0.309 1.085 -0.498
H -0.280 -0.356 0.775
H -0.326 0.377 -0.278
H 0.077 -0.576 -0.181
H -0.283 0.393 0.769
H -0.475 -0.123 -0.386
H 1.700 -0.647 0.605

The total energy is -24487.7649 eV. For the LUMO energy, the calculation gives 0.86 eV. For the relative energy (zero: lowest compared OMol25 entry of this formula, charge and spin), the calculation gives 0.0000 eV. As for the highest occupied orbital energy: -8.1 eV.

---

[3]
Entry from the Open Molecules 2025 dataset: 2 unconnected molecules or ions with the total composition C9H14O3P (wB97M-V/def2-TZVPD).

Element x y z (Å)
C  -4.0977  -0.5236  2.1807
C  -2.9531  -0.2970  2.9490
C  -4.0197  -0.6876  0.7723
C  -1.7162  -0.1113  2.2979
C  -2.7402  -0.7356  0.1445
C  -1.7628  -0.4165  0.9868
C  1.3505  -0.6399  -3.0784
C  1.0937  2.4565  -0.7151
C  2.9849  -1.4199  0.7468
O  0.3382  -0.5261  -1.9996
O  1.7246  1.2082  -0.7076
O  2.1346  -1.1632  -0.3516
P  0.8272  -0.1700  -0.5296
H  -5.0093  -0.5405  2.8533
H  -3.1938  -0.1870  3.9907
H  -4.7684  -0.9536  -0.0158
H  -0.9449  0.1293  2.8577
H  -2.8122  -0.9888  -0.8805
H  0.7891  0.0717  -3.7784
H  1.5286  -1.7665  -3.4233
H  2.3326  -0.1040  -2.9172
H  0.3434  2.7061  0.1275
H  0.3325  2.4649  -1.6139
H  1.9879  3.0871  -0.7311
H  2.4404  -1.4554  1.5763
H  3.6299  -0.6518  0.8311
H  3.5183  -2.3027  0.3947

Atomic forces in eV per Å
C -0.934 -0.105 0.111
C -1.088 0.157 -1.837
C 0.272 -0.769 0.370
C -3.104 -1.522 -1.259
C -1.162 0.425 0.222
C 1.022 0.412 -0.093
C -0.446 0.559 -1.914
C -2.736 0.930 -0.969
C 0.392 -1.587 -3.744
O 1.078 -0.544 1.047
O -1.153 -2.437 1.225
O -3.012 0.989 -1.502
P 2.113 -0.440 0.162
H 0.679 -0.155 -1.730
H 1.007 0.235 0.434
H -0.027 0.431 1.604
H 3.909 1.172 2.202
H 0.857 -0.072 -0.818
H 1.195 -1.763 -0.083
H -0.734 2.697 0.833
H -1.122 -0.885 0.586
H 1.699 -0.645 -0.554
H 1.968 0.643 1.096
H -1.021 0.805 -0.308
H -2.064 -1.003 3.719
H 2.467 2.656 0.290
H -0.055 -0.185 0.909

The total energy is -24980.2908 eV. For the LUMO energy (spin up / spin down), the calculation gives -5.96 / -5.96 eV. For the relative energy (zero: lowest compared OMol25 entry of this formula, charge and spin), the calculation gives 0.7552 eV. As for the highest occupied orbital energy (spin up / spin down): -13.4 / -13.4 eV. The charge is +1.